Below is a molecular structure, C24H21FN4O8Pt at a distorted geometry, with properties calculated with wB97M-V/def2-TZVPD.

## Properties
highest occupied orbital energy (spin up / spin down): -4.0 / -6.3 eV
<S²>: 2.01
HOMO-LUMO gap (spin up / spin down): 0.065 / 0.149 Ha
lowest unoccupied orbital energy (spin up / spin down): -0.081 / -0.081 Eh

```
! wB97M-V def2-TZVPD RIJCOSX def2/J DEFGRID3
* xyz 0 3
Pt 0.3849 -1.3160 3.6416
O -1.0785 -1.2305 9.4841
C -0.8024 -1.2536 8.1811
C 0.5747 -1.2059 7.9064
C 0.9362 -1.3797 6.5500
N -0.0266 -1.5381 5.5632
C -1.3707 -1.6324 5.8717
C -1.7710 -1.4712 7.2363
C -2.3259 -1.7411 4.7454
O -3.5198 -1.8546 4.9412
O -1.7254 -1.7451 3.5682
C 2.2318 -1.2487 5.9623
O 3.2469 -1.1752 6.6219
O 2.2185 -1.1130 4.6093
H -1.9673 -1.5588 9.7883
H 1.1971 -1.0194 8.8051
H -2.8244 -1.6868 7.3769
F -0.2605 -2.8652 -2.7636
C -0.1746 -1.6106 -2.2706
C 0.1151 -1.4028 -0.9430
C 0.2983 -0.1016 -0.3986
C 0.3790 -0.0406 1.0646
O 0.5827 -1.1150 1.6404
C 0.4520 1.3106 1.6246
C 0.4770 2.3534 0.7141
N 0.4680 2.2228 -0.6543
C 0.4742 3.4325 -1.3799
C 1.6597 3.7048 -2.2798
C 1.5087 4.4513 -0.9751
C 0.1450 1.0084 -1.1954
C -0.2821 0.8361 -2.5490
C -0.4744 -0.4698 -3.1236
N -0.6802 -0.5622 -4.4707
C 0.1214 0.1991 -5.4320
C 0.8018 -0.7035 -6.4425
N -0.3161 -1.4121 -7.2206
C -1.1437 -2.1852 -6.2784
C -1.6931 -1.3264 -5.1205
C 0.4830 1.7306 3.1321
O 0.6120 2.9509 3.3583
O 0.2152 0.8404 4.1004
H 0.2497 -2.2232 -0.2491
H 0.6709 3.3446 1.1219
H -0.4235 3.8463 -1.7918
H 1.4810 4.3610 -3.1575
H 2.4677 3.0224 -2.2909
H 1.0838 5.4535 -1.1830
H 2.2633 4.2194 -0.2691
H -0.4509 1.6832 -3.1712
H 1.0145 0.7240 -4.8400
H -0.4068 1.0533 -5.9702
H 1.4026 -1.4394 -5.8233
H 1.3255 -0.0594 -7.1432
H 0.0768 -2.0737 -7.9430
H -0.8225 -0.7147 -7.7449
H -0.5844 -3.1070 -5.8905
H -1.9374 -2.5903 -6.8420
H -2.1201 -2.0013 -4.3855
H -2.4365 -0.5743 -5.4167
*
```

Here are the Mulliken charges for atoms 1 to 5, given in e: Pt 1.372; O -0.549; C 1.173; C -0.616; C 0.419



Below is a molecular structure, C24H21IIrN5O2S4, with properties calculated with wB97M-V/def2-TZVPD.

## Properties
highest occupied orbital energy (spin up / spin down): -9.8 / -10.3 eV
<S²>: 0.76
HOMO-LUMO gap (spin up / spin down): 0.235 / 0.248 Ha
lowest unoccupied orbital energy (spin up / spin down): -0.126 / -0.131 Eh
relative energy (zero: lowest compared OMol25 entry of this formula, charge and spin): 31.0 kJ/mol

```
! wB97M-V def2-TZVPD RIJCOSX def2/J DEFGRID3
* xyz 1 2
Ir 0.6956 0.2549 -0.8708
C 1.4458 -0.7875 3.6325
C 0.1154 -0.1882 3.3001
N -0.7081 0.1183 4.2679
C -1.9129 0.6550 3.9795
C -2.3363 0.9326 2.7093
C -3.7266 1.4750 2.4923
O -3.7562 2.6819 1.7393
C -1.4655 0.6108 1.6304
C -1.9096 0.8737 0.2955
N -1.3612 0.4792 -0.8197
C -2.1070 0.7092 -2.0218
C -3.5046 0.7669 -1.9968
C -4.2386 0.9858 -3.1469
C -3.6032 1.1329 -4.3711
C -2.2255 1.0363 -4.4322
C -1.4991 0.8120 -3.2721
I 0.5698 0.6162 -3.4763
C -0.2257 0.0270 1.9274
O 0.6293 -0.3857 1.0354
H 1.5036 -0.9532 4.7048
H 2.2573 -0.1239 3.3235
H 1.5874 -1.7322 3.1037
H -2.5563 0.8509 4.8293
H -4.2125 1.6002 3.4621
H -4.3287 0.7627 1.9236
H -3.4231 3.4022 2.2848
H -2.8069 1.4774 0.2253
H -4.0334 0.6179 -1.0658
H -5.3175 1.0229 -3.0849
H -4.1729 1.3067 -5.2731
H -1.7155 1.1257 -5.3821
S 0.3164 2.7011 -0.8107
S 1.6579 4.1380 -0.3257
S 2.3171 3.9967 1.6802
S 1.3686 2.6094 2.6019
N 2.8943 -2.1753 -0.5574
C 3.4718 -0.9210 -0.5135
C 4.8340 -0.8804 -0.1909
C 5.4878 0.3239 -0.1600
C 4.7813 1.4776 -0.4889
C 3.4546 1.3616 -0.8006
N 2.7817 0.1857 -0.7955
C 1.6171 -2.6447 -0.7672
C 1.4326 -4.0278 -0.6088
C 0.1894 -4.5711 -0.7826
C -0.8688 -3.7308 -1.1304
C -0.6117 -2.3970 -1.2780
N 0.6129 -1.8405 -1.1085
H 3.5474 -2.9101 -0.3416
H 5.3526 -1.8036 0.0301
H 6.5356 0.3680 0.1041
H 5.2448 2.4527 -0.4933
H 2.8761 2.2250 -1.0800
H 2.2786 -4.6462 -0.3400
H 0.0363 -5.6336 -0.6519
H -1.8696 -4.1063 -1.2809
H -1.3960 -1.7152 -1.5632
*
```

Here are the Mulliken charges for atoms 1 to 5, given in e: Ir 1.151; C -1.055; C 0.268; N -0.615; C -1.158



Below is a molecular structure, C24H21N2OS6V at a distorted geometry, with properties calculated with wB97M-V/def2-TZVPD.

## Properties
highest occupied orbital energy (spin up / spin down): -7.2 / -7.4 eV
<S²>: 2.04
HOMO-LUMO gap (spin up / spin down): 0.225 / 0.231 Ha
lowest unoccupied orbital energy (spin up / spin down): -0.042 / -0.040 Eh
relative energy (zero: lowest compared OMol25 entry of this formula, charge and spin): 70.0 kJ/mol

```
! wB97M-V def2-TZVPD RIJCOSX def2/J DEFGRID3
* xyz 0 3
V -0.4610 0.8393 0.6833
S 5.5261 0.3657 4.0174
C 4.0815 0.2705 3.2545
S 2.5539 0.4197 4.0597
C 1.5269 0.2284 2.6597
C 2.1648 0.0487 1.4864
S 1.3385 -0.3012 -0.0248
S 3.9108 0.0478 1.5441
S -0.2154 0.1850 2.8131
C -5.0875 2.8466 -1.9666
C -4.2795 4.1134 -1.6765
C -3.0275 3.8566 -0.8505
N -2.1561 2.9293 -1.5723
C -0.9308 2.6139 -1.2611
S -0.1781 3.1106 0.2014
N -0.2249 1.8903 -2.1870
C -0.3241 1.8943 -3.6019
O 0.2994 1.0851 -4.2288
C -1.1775 2.9411 -4.2384
C -2.1232 2.5484 -5.1750
C -2.9211 3.5066 -5.7875
C -2.7509 4.8510 -5.4814
C -1.7811 5.2422 -4.5626
C -0.9997 4.2870 -3.9328
H -6.0507 3.1003 -2.4103
H -5.2713 2.2776 -1.0522
H -4.5842 2.1793 -2.6728
H -4.8930 4.8169 -1.1121
H -4.0021 4.6119 -2.6113
H -3.2852 3.4252 0.1148
H -2.4777 4.7782 -0.6687
H -2.5390 2.5137 -2.4108
H 0.5847 1.3826 -1.8338
H -2.2270 1.4970 -5.4219
H -3.6665 3.2032 -6.5122
H -3.3681 5.5978 -5.9659
H -1.6355 6.2916 -4.3379
H -0.2445 4.5873 -3.2112
C -3.7752 -3.7163 -0.6437
C -2.3991 -3.4138 -0.7409
C -1.9287 -2.1975 -0.3328
C -2.7944 -1.2078 0.2092
C -2.3141 0.0747 0.6650
C -3.2410 0.9294 1.2341
C -4.6196 0.6143 1.3196
C -5.0761 -0.5799 0.8573
C -4.1763 -1.5270 0.3049
C -4.6397 -2.7921 -0.1364
H -4.1409 -4.6839 -0.9661
H -1.7115 -4.1527 -1.1364
H -0.8715 -1.9846 -0.4006
H -2.9140 1.8724 1.6672
H -5.3110 1.3283 1.7548
H -6.1308 -0.8275 0.9184
H -5.6998 -3.0142 -0.0593
*
```

Here are the Mulliken charges for atoms 1 to 5, given in e: V 0.257; S -0.246; C 0.116; S -0.085; C 0.239



Below is a single C24H21N3O4 molecule at a distorted geometry, with properties calculated with wB97M-V/def2-TZVPD.

## Properties
highest occupied orbital energy: -7.9 eV
HOMO-LUMO gap: 0.311 Ha
lowest unoccupied orbital energy: 0.020 Eh
relative energy (zero: lowest compared OMol25 entry of this formula, charge and spin): 104.6 kJ/mol

```
! wB97M-V def2-TZVPD RIJCOSX def2/J DEFGRID3
* xyz 0 1
C 2.1659 3.0306 -1.0445
C 2.7256 1.6647 -0.7795
C 4.0972 1.4349 -0.8570
C 4.6387 0.1866 -0.6225
C 6.1122 -0.0665 -0.7014
C 3.7915 -0.8823 -0.2945
O 4.3647 -2.0816 -0.0641
C 2.4062 -0.6723 -0.2185
C 1.4913 -1.7507 0.1171
N 1.9183 -2.9841 0.4206
N 0.8529 -3.7438 0.6894
C -0.2741 -3.0258 0.5654
C 0.0826 -1.7398 0.1971
C -1.1579 -0.9205 0.0436
C -1.2346 0.2817 0.9535
C -1.0439 0.1276 2.3213
C -1.1196 1.2278 3.1541
C -1.3797 2.4838 2.6358
C -1.5734 2.6423 1.2690
O -1.8266 3.8520 0.7056
C -1.5066 1.5343 0.4307
N -2.1855 -1.9054 0.3872
C -3.5842 -1.5494 0.4415
C -4.0254 -0.8671 -0.8101
C -4.0570 -1.2807 -2.1102
C -4.5194 -0.1751 -2.8654
C -4.7316 0.8251 -1.9691
O -4.4319 0.4177 -0.7248
C -1.7289 -3.1520 0.6987
O -2.4099 -4.1060 1.0103
C 1.8992 0.6052 -0.4666
H 1.1323 3.0965 -0.7138
H 2.7495 3.7905 -0.5281
H 2.2002 3.2522 -2.1114
H 4.7568 2.2549 -1.1041
H 6.6503 0.8415 -0.9592
H 6.4765 -0.4423 0.2533
H 6.3185 -0.8312 -1.4484
H 3.6619 -2.7219 0.1649
H 0.9679 -4.7130 0.9398
H -1.2996 -0.6010 -0.9986
H -0.8379 -0.8515 2.7266
H -0.9720 1.1101 4.2169
H -1.4331 3.3438 3.2900
H -1.8540 4.5342 1.3874
H -1.6674 1.6780 -0.6272
H -4.1278 -2.4868 0.5982
H -3.7725 -0.8755 1.2867
H -3.7892 -2.2499 -2.4782
H -4.6715 -0.1371 -3.9244
H -5.0813 1.8316 -2.0845
H 0.8361 0.7660 -0.3988
*
```

Here are the Mulliken charges for atoms 1 to 5, given in e: C -1.562; C 0.459; C -0.679; C 0.617; C -1.536